(1)
Entry from OMol25: the molecule C14H13O5P at a distorted geometry (ωB97M-V with the def2-TZVPD basis set).

Values from the calculation:
frontier orbital gap = 0.2683 Eh
maximum force = 2.580 eV Å⁻¹

Geometry as XYZ:
```
33
Properties=species:S:1:pos:R:3:forces:R:3:mulliken_charge:R:1
C 1.86689 -3.91605 0.35961 1.23 1.29 0.73 -0.857
P 0.28619 -2.95871 0.64657 -1.16 -0.93 0.47 0.101
O 0.33181 -2.55920 2.31672 0.73 0.67 -2.01 -0.465
C 0.37622 -1.27319 -0.20384 0.98 0.34 -0.03 0.283
C -0.71492 -0.72865 -0.82812 0.54 -0.43 0.62 0.186
C -2.08222 -1.44823 -0.93291 -0.34 0.50 -1.11 -1.067
C -3.29412 -0.66215 -0.27744 -0.53 0.11 0.07 -0.490
C -2.88183 0.44565 0.73814 -0.32 0.13 -0.02 0.428
O -2.38957 0.20363 1.80631 -0.24 0.05 -0.49 -0.513
O -3.15983 1.76818 0.35749 -0.62 -1.31 0.21 -0.450
C -0.55547 0.68299 -1.49249 0.75 0.34 0.63 0.320
O -1.17142 1.02050 -2.47503 -0.05 -0.40 0.62 -0.526
C 0.48569 1.63970 -0.84177 1.58 0.79 1.24 0.531
C 0.37527 3.08901 -0.83399 1.74 -0.76 0.82 -0.752
C 1.43986 3.87548 -0.19058 0.52 -1.55 0.26 -0.454
C 2.62130 3.25693 0.42585 -1.60 -1.82 -0.89 -0.445
C 2.74013 1.79123 0.41911 -1.83 1.51 -1.01 -0.511
C 1.66004 1.04358 -0.19435 -0.41 0.30 0.02 0.593
C 1.73737 -0.51165 -0.17491 -0.57 1.50 -0.58 0.180
O 2.82846 -1.03846 -0.17037 -0.83 -0.28 0.30 -0.558
H 1.81463 -4.91444 0.86454 -0.34 0.82 -0.72 0.342
H 2.14007 -3.96445 -0.72354 -0.44 -0.17 0.87 0.300
H 2.70107 -3.35474 0.87054 -0.64 -0.60 -0.59 0.214
H 0.76285 -1.68457 2.33625 -0.13 -0.39 0.63 0.333
H -2.08842 -2.49398 -0.54844 0.52 1.04 -0.14 0.411
H -2.31614 -1.52650 -2.03615 0.28 0.14 1.06 0.302
H -4.02705 -0.26427 -1.03330 1.09 -0.17 0.63 0.324
H -3.88317 -1.42079 0.31427 0.69 0.90 -0.35 0.375
H -3.52997 2.22166 1.14163 0.72 -0.18 -0.30 0.349
H -0.50367 3.58617 -1.29520 0.80 -0.42 0.39 0.434
H 1.38964 4.99106 -0.12695 -0.21 -1.20 -0.25 0.333
H 3.42587 3.85053 0.92119 -0.96 -0.39 -0.60 0.354
H 3.61446 1.25373 0.86114 -0.98 0.57 -0.48 0.396
```
Positions in Å, forces in eV/Å.

***

(2)
Entry from OMol25: a structure of composition C14H14BiFN5O2 at a distorted geometry (ωB97M-V with the def2-TZVPD basis set).

Values from the calculation:
frontier orbital gap (spin up / spin down) = 0.2854 / 0.2854 Eh
maximum force = 2.367 eV Å⁻¹
energy above the lowest of the compared OMol25 structures with the same formula, charge and spin = 4.4 kcal per mole
charge = +1

Geometry as XYZ:
```
37
Properties=species:S:1:pos:R:3:forces:R:3:mulliken_charge:R:1
Bi 1.61640 -1.00962 -1.55279 -0.01 0.60 -0.21 1.254
C 5.87033 0.82672 -1.31051 -0.32 -0.97 -0.58 -1.418
C 4.53179 0.17792 -1.18556 -0.83 0.68 0.67 0.836
N 3.55852 0.25584 -2.05822 1.29 -0.66 1.55 0.100
O 3.89390 0.94246 -3.18312 -0.81 0.61 -1.04 -0.488
C 4.25599 -0.46862 0.12436 -1.32 0.36 -0.75 0.192
C 5.20399 -0.56931 1.26230 -0.11 1.54 1.15 -1.216
N 2.98267 -0.77712 0.25870 0.44 -0.07 0.41 0.136
O 2.48256 -1.24287 1.31624 0.06 -0.16 -0.03 -0.644
H 6.09542 1.23664 -2.26840 -0.12 0.20 -0.67 0.366
H 6.54144 0.00814 -1.11907 0.75 -0.25 0.06 0.438
H 6.06617 1.56681 -0.56499 -0.22 0.46 0.64 0.364
H 3.04696 1.33418 -3.48466 0.45 -0.24 0.03 0.376
H 6.05198 0.12920 1.14965 -0.35 -0.58 0.03 0.303
H 5.53942 -1.55369 1.44060 0.71 -1.33 -0.31 0.329
H 4.75000 -0.36323 2.26932 -0.16 0.27 -1.15 0.342
F 0.83905 0.49670 -2.73182 0.28 -0.21 0.60 -0.618
N -8.74161 0.94998 0.44894 -0.03 -0.25 -0.04 -0.387
C -7.63915 0.63466 0.51071 0.83 0.19 0.34 -0.074
C -6.18960 0.42847 0.59135 -0.95 0.76 -0.81 0.579
C -5.54262 0.32308 1.81918 -0.47 0.26 0.80 -0.574
C -4.18163 0.26101 1.82305 0.84 -0.70 -1.11 -0.433
C -3.49000 0.12990 0.60639 0.01 0.72 0.60 0.300
C -4.08839 0.32378 -0.60317 -2.00 0.47 -0.94 -0.234
C -5.47865 0.55856 -0.61406 -0.48 -0.46 0.46 -0.855
N -2.11044 -0.20634 0.60952 -0.75 -0.79 0.63 0.182
C -1.67569 -1.40808 1.19742 -0.54 0.73 0.78 -0.480
C -0.38328 -1.45342 0.82117 0.72 -2.22 0.40 -0.252
N -0.07036 -0.45206 -0.02096 0.58 1.39 -1.16 -0.278
C -1.14306 0.33732 -0.13308 0.10 -1.49 0.33 -0.316
H -6.04246 0.35851 2.80320 -0.07 -0.04 -0.92 0.388
H -3.63289 0.24029 2.73183 0.37 -0.10 0.67 0.563
H -3.58758 0.29672 -1.56249 0.31 -0.08 0.20 0.472
H -6.10537 0.78426 -1.50186 0.97 -0.32 0.45 0.387
H -2.30306 -2.05075 1.89029 0.92 1.17 -1.23 0.393
H 0.37106 -2.20172 1.01809 -0.23 0.04 0.32 0.445
H -1.29179 1.15568 -0.79755 0.13 0.48 -0.16 0.520
```
Positions in Å, forces in eV/Å.

***

(3)
Entry from OMol25: a structure of composition C14H14BiI2O4STeY at a distorted geometry (ωB97M-V with the def2-TZVPD basis set).

Values from the calculation:
frontier orbital gap (spin up / spin down) = 0.1626 / 0.1844 Eh
maximum force = 6.578 eV Å⁻¹
charge = +4

Geometry as XYZ:
```
38
Properties=species:S:1:pos:R:3:forces:R:3:mulliken_charge:R:1
I 4.09149 -1.89442 -0.61280 -0.35 -0.48 0.00 0.340
I 3.73984 2.27235 -0.65698 -0.49 0.24 0.22 0.089
Y 1.05729 1.93333 0.00209 1.63 -0.32 -0.50 0.556
Bi 0.96782 -1.90608 -0.01439 0.95 -0.06 -1.33 1.259
S 1.00003 -0.05495 -1.88335 0.69 0.54 1.45 0.342
C -1.22270 -2.94461 -1.52697 -2.06 -3.23 -1.76 0.023
C -0.72091 -2.97223 2.15411 -1.26 -3.16 1.95 0.048
C 0.14502 0.00315 -3.53030 -2.22 -0.60 -1.82 0.996
C 0.51105 1.29763 -4.27895 0.89 0.13 0.76 -1.341
C -1.34965 0.01570 -3.23897 -0.48 -0.15 0.05 -0.828
C 0.49988 -1.28812 -4.28862 0.63 -0.02 0.41 -1.330
C -0.51052 3.11082 1.78235 -2.17 2.44 3.03 0.176
C -0.85888 2.94439 -1.23010 -4.48 3.12 -3.66 0.165
O -1.08122 -3.88415 2.74671 1.11 3.05 -1.85 -0.051
O -1.79739 -3.77469 -2.07012 1.83 2.88 1.77 -0.058
O -1.12102 3.71799 2.53592 2.10 -2.19 -2.68 0.025
O -1.67430 3.47720 -1.85640 3.81 -2.53 3.06 0.032
H 0.08356 1.33518 -5.29941 0.03 -0.34 0.59 0.437
H 1.59174 1.39840 -4.35599 0.13 -0.01 -0.29 0.421
H 0.16894 2.17871 -3.72142 -0.14 -0.12 -0.21 0.241
H -1.96508 0.01171 -4.15571 0.44 0.02 0.26 0.441
H -1.62749 0.88124 -2.65048 -0.14 0.32 -0.04 0.092
H -1.63376 -0.84444 -2.64087 -0.15 -0.19 -0.11 0.081
H 0.06602 -1.32837 -5.30616 0.10 0.21 0.62 0.450
H 0.16824 -2.16046 -3.70823 -0.14 0.14 -0.32 0.236
H 1.58444 -1.37587 -4.36186 0.04 -0.01 -0.33 0.405
Te 2.58794 -0.24014 1.82734 -0.88 0.88 0.76 0.033
C 1.35416 -0.09625 3.58201 0.72 -0.74 -1.73 0.783
C -0.03140 0.06329 3.58150 -1.44 -0.01 1.33 -0.152
C -0.71861 -0.04254 4.79046 -0.48 0.37 -1.62 -0.727
C -0.00116 -0.31033 5.96783 0.10 -0.22 1.44 -0.343
C 1.40637 -0.47770 5.95051 0.77 0.04 -0.52 -0.656
C 2.07310 -0.35689 4.73194 0.30 -0.26 2.37 -0.654
H -0.57382 0.21686 2.66625 -0.24 0.08 -0.23 0.665
H -1.81404 0.07072 4.83878 0.64 -0.08 -0.08 0.467
H -0.53661 -0.40423 6.93646 0.35 0.12 -0.75 0.448
H 1.95096 -0.70572 6.87757 -0.27 0.09 -0.47 0.467
H 3.14124 -0.51338 4.67776 0.12 0.05 0.21 0.424
```
Positions in Å, forces in eV/Å.

***

(4)
Entry from OMol25: a structure of composition C14H14ClCoN2O4 (ωB97M-V with the def2-TZVPD basis set).

Values from the calculation:
frontier orbital gap (spin up / spin down) = 0.2633 / 0.2642 Eh
maximum force = 0.225 eV Å⁻¹
energy above the lowest of the compared OMol25 structures with the same formula, charge and spin = 10.7 kcal per mole

Geometry as XYZ:
```
36
Properties=species:S:1:pos:R:3:forces:R:3:mulliken_charge:R:1
Co -0.22401 0.09407 -0.55202 0.06 0.11 0.19 -0.254
C 2.28820 -3.13420 -0.22705 0.01 -0.03 -0.01 -1.329
C 1.32558 -2.05785 0.17662 0.02 0.11 0.01 0.989
O 1.11358 -1.13586 -0.68385 -0.02 -0.14 -0.11 -0.511
C 0.73308 -2.07057 1.43334 -0.02 -0.04 0.04 -1.243
C -0.11644 -1.08302 1.92768 0.00 -0.05 -0.02 1.626
C -0.70873 -1.22096 3.29071 0.00 0.01 0.02 -1.365
N -0.44102 -0.00949 1.20788 0.01 -0.03 -0.01 0.249
N -1.37026 0.86396 1.72302 -0.01 0.01 0.00 -0.596
C -1.68994 1.72349 0.80324 0.03 0.04 0.06 1.063
O -1.16483 1.66623 -0.38973 -0.06 -0.08 -0.10 -0.755
C -2.67553 2.78710 1.09031 -0.03 0.00 0.01 0.361
C -3.30777 2.85098 2.33020 0.01 0.02 0.00 -0.330
C -4.24362 3.84012 2.57915 0.01 -0.01 0.00 -0.627
C -4.55492 4.76958 1.59457 0.00 0.01 0.00 -0.373
C -3.92635 4.70749 0.35980 0.00 0.01 -0.01 -0.620
C -2.98923 3.71765 0.10525 0.01 -0.01 0.01 -0.423
H 2.70412 -2.90754 -1.20487 0.01 0.00 0.00 0.348
H 1.76797 -4.09205 -0.27470 -0.01 0.00 0.00 0.319
H 3.09305 -3.23080 0.50121 -0.01 0.01 0.01 0.353
H 0.95620 -2.89943 2.08889 0.02 -0.01 -0.02 0.331
H -0.21348 -2.01493 3.84298 -0.01 -0.01 0.00 0.407
H -1.76589 -1.46527 3.16427 0.00 0.02 0.00 0.305
H -0.65664 -0.28436 3.84028 0.01 0.00 0.00 0.351
H -3.06015 2.11912 3.08644 0.00 -0.01 0.00 0.442
H -4.73491 3.88524 3.54231 0.00 0.00 0.00 0.384
H -5.28931 5.54027 1.79024 0.00 0.00 0.00 0.383
H -4.16725 5.42996 -0.40907 0.00 0.00 0.00 0.391
H -2.49445 3.65681 -0.85414 -0.01 -0.01 0.00 0.396
Cl -4.67542 -2.91227 -1.56954 0.00 0.00 0.01 -0.200
C -3.77644 -1.38617 -1.68830 0.00 -0.02 0.00 -0.410
C -2.56550 -1.35645 -0.76612 0.07 -0.17 -0.05 0.743
O -2.60277 -1.74505 0.37573 -0.02 0.09 0.03 -0.520
O -1.52471 -0.83680 -1.37836 -0.08 0.19 -0.03 -0.451
H -4.44249 -0.58519 -1.37092 0.00 0.01 -0.03 0.255
H -3.48554 -1.23060 -2.72092 0.01 -0.04 0.00 0.308
```
Positions in Å, forces in eV/Å.

***

(5)
Entry from OMol25: the molecule C14H14ClN3O6 at a distorted geometry (ωB97M-V with the def2-TZVPD basis set).

Values from the calculation:
frontier orbital gap = 0.2589 Eh
maximum force = 13.717 eV Å⁻¹
energy above the lowest of the compared OMol25 structures with the same formula, charge and spin = 0.0 kcal per mole

Geometry as XYZ:
```
38
Properties=species:S:1:pos:R:3:forces:R:3:mulliken_charge:R:1
C 5.97199 1.81083 0.96083 -0.35 -6.59 -6.94 -1.044
C 5.03101 1.62838 0.08471 -4.47 3.11 -0.11 0.303
C 5.03106 0.84253 -1.14790 -4.51 -3.09 1.49 -0.758
N 3.86742 -0.26717 -1.06727 0.05 0.41 -1.08 -0.239
C 2.76113 -0.38163 -1.99382 1.58 -1.51 8.47 0.519
O 2.51305 0.49672 -2.69374 -1.15 3.14 -4.77 -0.519
C 1.61004 -1.42740 -1.34980 1.72 3.78 -12.20 -0.805
H 0.97300 -1.35601 -2.46706 0.94 -0.60 3.53 0.170
H 2.14807 -2.23161 -1.43585 2.17 -5.43 1.17 0.631
O 0.95038 -0.99814 -0.38536 -7.04 4.38 2.43 -0.220
C 1.34724 -1.00105 0.85014 5.18 -5.29 -5.31 0.771
O 2.39442 -1.56507 0.94276 3.48 -0.13 2.73 -0.674
C 0.44482 -1.00237 1.81298 -3.72 12.13 5.21 -1.031
N -0.76219 -0.12341 1.46852 -3.10 -9.92 4.31 -0.224
C -1.96091 -0.92249 1.29301 5.25 -5.03 8.61 0.306
O -2.14623 -2.02615 2.06413 1.76 4.56 -4.31 -0.644
C -3.05839 -0.37040 0.80149 -6.66 8.59 -2.43 0.450
C -4.09890 -1.05039 0.21854 0.53 2.04 -1.10 -0.623
C -5.03999 -0.27803 -0.53806 -0.96 -4.91 2.07 0.057
C -5.32797 1.04176 -0.35809 -6.77 -1.39 -8.10 -0.043
C -4.38308 1.76236 0.06453 6.53 5.33 7.36 0.357
C -3.35405 1.27086 0.91865 2.37 -4.25 -2.63 -0.783
H -2.52250 1.91601 1.32413 -1.40 -0.76 -0.22 0.392
Cl -4.56921 3.53062 0.36152 -0.17 -0.66 -0.82 -0.198
H -6.15893 1.60947 -1.19783 2.24 -2.07 3.17 0.267
N -6.06714 -1.17919 -1.13792 -3.79 -1.53 -2.32 0.723
O -5.93330 -2.57516 -1.19797 -0.68 7.65 0.32 -0.470
O -7.09015 -0.47478 -1.59540 4.14 -4.42 1.64 -0.498
H -4.05075 -2.10879 0.25739 -0.37 -0.80 -0.48 0.609
H -0.64486 0.54881 0.89740 1.17 5.88 -5.33 0.366
H 0.94676 -0.05182 2.58532 -0.85 -3.41 -1.31 0.287
H 0.09872 -1.76056 2.32857 -1.04 -4.20 2.35 0.695
H 3.86969 -0.84456 -0.24356 -0.04 -0.32 -0.14 0.326
H 4.65373 1.21584 -2.04324 0.37 1.81 -1.53 0.318
H 5.80022 0.17452 -1.22175 2.78 -0.86 -0.54 0.373
H 3.98208 2.34328 0.32511 3.02 -2.21 -1.10 0.098
H 5.91525 2.46793 1.56080 -1.23 8.45 8.37 0.430
H 6.85845 1.33624 0.95411 3.01 -1.87 -0.44 0.322
```
Positions in Å, forces in eV/Å.

***

(6)
Entry from OMol25: the molecule C14H14ClNO2S2 (ωB97M-V with the def2-TZVPD basis set).

Values from the calculation:
frontier orbital gap = 0.3277 Eh
maximum force = 0.808 eV Å⁻¹
energy above the lowest of the compared OMol25 structures with the same formula, charge and spin = 22.9 kcal per mole

Geometry as XYZ:
```
34
Properties=species:S:1:pos:R:3:forces:R:3:mulliken_charge:R:1
C -1.45176 -4.79739 1.31928 0.42 0.35 -0.28 -0.889
H -2.33725 -4.17406 1.23880 -0.11 -0.02 0.08 0.292
H -1.69077 -5.81535 1.02743 -0.02 -0.05 -0.01 0.378
H -1.04849 -4.79004 2.32754 -0.08 -0.03 0.10 0.285
S -0.19276 -4.23626 0.13732 -0.13 -0.18 0.02 -0.046
C 0.11960 -2.56960 0.59792 -0.04 -0.17 0.09 0.974
C -0.46530 -1.94233 1.69350 0.06 0.03 -0.01 -0.186
C -0.16451 -0.61888 1.96462 -0.05 0.01 0.09 -1.112
C 0.70778 0.06973 1.14620 0.15 0.63 0.09 0.047
C 1.30640 -0.54704 0.06191 0.12 -0.04 -0.03 -0.589
C 1.01648 -1.86658 -0.21047 -0.07 -0.06 0.17 -0.880
H 1.46791 -2.36908 -1.05195 0.09 0.00 -0.13 0.398
H 1.98531 0.02629 -0.54869 0.08 0.02 -0.15 0.536
S 1.06177 1.78812 1.48080 -0.13 0.20 0.32 1.320
O 2.01794 2.24956 0.52179 -0.09 -0.27 -0.12 -0.647
O 1.35660 1.96475 2.87389 -0.23 -0.13 0.13 -0.742
N -0.38842 2.60772 1.25591 0.72 -0.21 0.29 -0.396
H -0.80134 2.78862 2.15791 0.05 0.01 0.19 0.304
C -1.34331 2.12939 0.27405 -0.36 -0.26 -0.26 -1.091
C -0.65801 1.87560 -1.03922 -0.22 -0.04 -0.27 0.211
C 0.21220 2.83029 -1.55263 -0.13 -0.09 -0.23 -0.225
C 0.88540 2.61565 -2.73996 -0.01 0.11 0.01 -0.640
C 0.68991 1.43941 -3.44455 -0.02 -0.04 0.02 -0.536
C -0.18698 0.48432 -2.96422 -0.01 -0.03 -0.01 -0.579
C -0.85207 0.70866 -1.76973 0.03 0.24 -0.13 0.608
Cl -1.94119 -0.51597 -1.20834 -0.23 -0.16 -0.05 -0.173
H -0.35665 -0.43397 -3.50458 -0.03 -0.08 -0.03 0.460
H 1.21538 1.26248 -4.37053 0.05 -0.01 -0.09 0.398
H 1.56589 3.36464 -3.11306 0.08 0.08 -0.03 0.405
H 0.36675 3.73682 -0.99109 0.08 0.10 0.07 0.400
H -1.85088 1.21502 0.61248 0.08 0.25 -0.09 0.502
H -2.10225 2.91058 0.14323 0.08 -0.11 0.07 0.428
H -0.59654 -0.12011 2.81886 -0.10 0.02 0.13 0.422
H -1.15254 -2.46802 2.33592 -0.05 -0.06 0.05 0.361
```
Positions in Å, forces in eV/Å.

***

> Look up the maximum force of the fifth one.

13.717 eV Å⁻¹